1.
C14H9F6INO6PtSb | the ωB97M-V functional and the def2-TZVPD basis

CARTESIAN COORDINATES (ANGSTROEM)
Pt1 0.153 0.221 -0.038
I1 2.618 6.875 -0.520
Sb1 -3.763 1.024 0.323
F1 -3.732 -0.717 -0.416
F2 -3.295 0.226 1.958
F3 -5.597 0.980 0.585
F4 -3.545 2.733 1.024
F5 -1.797 1.036 0.078
F6 -3.779 1.677 -1.425
O1 4.349 0.245 -0.268
O2 2.171 -0.159 -0.108
O3 -0.833 -1.912 3.564
O4 -0.365 -0.331 -2.283
O5 -1.544 -1.829 -3.455
O6 -0.056 -0.388 2.204
N1 -0.989 -1.604 0.012
C1 2.786 4.887 -0.412
C2 1.741 2.761 -0.158
C3 -2.330 -3.079 1.269
C4 -0.712 -1.396 2.357
C5 4.161 2.927 -0.450
C6 -1.516 -2.062 -1.116
C7 3.196 0.612 -0.210
C8 -1.376 -2.082 1.189
C9 1.600 4.112 -0.225
C10 -2.860 -3.593 0.095
C11 4.069 4.284 -0.522
C12 2.995 2.132 -0.272
C13 -2.445 -3.084 -1.124
C14 -1.075 -1.315 -2.337
H1 -2.857 -3.436 -2.058
H2 -1.261 -1.276 -4.205
H3 5.110 2.414 -0.525
H4 4.950 4.895 -0.659
H5 0.632 4.586 -0.138
H6 -3.614 -4.367 0.134
H7 -2.691 -3.442 2.222
H8 0.854 2.149 -0.006
H9 -1.353 -2.729 3.575

Calculated values
- electronic energy (Ha) = -2301.35294
- ΔE to the lowest compared entry with this formula, charge and spin (eV) = 0.000
- strongest force on any atom (eV/A) = 0.6
- 2S+1 = 4
- total charge = +1
- ⟨S²⟩ = 3.78

---

2.
C35H40N4P2Pd | the ωB97M-V functional and the def2-TZVPD basis

CARTESIAN COORDINATES (ANGSTROEM)
Pd1 0.090 1.039 -0.418
P1 1.560 -0.790 -0.349
P2 -1.672 -0.555 -0.114
N1 3.211 0.153 -0.847
N2 -2.798 -1.371 0.971
N3 -3.145 0.587 -0.688
N4 2.380 -1.897 0.727
C1 -0.945 -2.041 -0.960
C2 -1.779 0.247 6.128
C3 0.257 3.184 -3.548
C4 -2.985 1.952 -0.417
C5 -3.826 -2.234 0.552
C6 0.604 -0.470 4.834
C7 1.639 1.724 2.397
C8 0.465 -0.668 6.204
C9 -1.651 0.435 4.757
C10 4.414 -0.108 -1.514
C11 -0.433 0.152 4.072
C12 5.085 1.096 -1.723
C13 -4.018 2.686 -1.005
C14 -0.346 -0.554 -4.266
C15 0.458 0.978 1.787
C16 1.245 2.245 -2.884
C17 4.292 2.136 -1.164
C18 -2.666 -1.529 2.345
C19 1.513 0.977 -3.279
C20 -0.977 2.466 -4.088
C21 -3.638 -2.395 2.814
C22 -1.420 1.400 -3.133
C23 -0.723 -0.324 6.852
C24 3.791 -3.604 1.228
C25 4.214 -2.441 1.957
C26 3.168 1.526 -0.629
C27 2.676 -3.252 0.496
C28 -4.336 0.456 -1.394
C29 3.340 -1.416 1.648
C30 -0.303 0.385 2.657
C31 -4.380 -2.849 1.666
C32 -1.274 0.074 -3.264
C33 0.567 -1.923 -1.394
C34 1.005 0.183 -4.448
C35 -4.868 1.735 -1.643
H1 -4.752 -0.528 -1.582
H2 0.764 3.707 -4.372
H3 4.283 -4.567 1.191
H4 1.042 -2.904 -1.420
H5 -0.838 -0.499 7.920
H6 -2.108 2.303 0.115
H7 -0.191 -1.624 -4.017
H8 -0.073 3.961 -2.837
H9 -1.889 -0.999 2.852
H10 -1.054 -2.877 -0.240
H11 2.067 -3.835 -0.179
H12 -0.854 -0.555 -5.251
H13 1.762 -0.601 -4.617
H14 3.323 -0.374 1.927
H15 -0.814 2.046 -5.090
H16 -3.795 -2.690 3.845
H17 -4.031 -2.347 -0.507
H18 2.282 1.981 -0.188
H19 2.249 2.278 1.693
H20 0.652 -1.502 -2.404
H21 6.034 1.217 -2.214
H22 -2.692 0.562 6.638
H23 2.297 1.059 2.974
H24 -1.793 3.206 -4.159
H25 -5.218 -3.536 1.651
H26 5.094 -2.358 2.582
H27 -2.024 -0.631 -2.866
H28 -2.023 1.827 -2.335
H29 2.393 0.496 -2.847
H30 0.938 0.759 -5.384
H31 1.300 -1.077 6.781
H32 1.499 -0.809 4.307
H33 -4.147 3.757 -0.920
H34 4.681 -1.121 -1.771
H35 4.476 3.197 -1.156
H36 -1.586 -2.261 -1.825
H37 2.022 2.767 -2.305
H38 -5.763 1.953 -2.200
H39 -2.502 0.795 4.170
H40 1.202 2.430 3.116

Calculated values
- electronic energy (Ha) = -2386.92608
- ΔE to the lowest compared entry with this formula, charge and spin (eV) = 5.529
- strongest force on any atom (eV/A) = 2.9
- 2S+1 = 3
- total charge = 0
- ⟨S²⟩ = 2.06

---

3.
C2H5Cl2N | the ωB97M-V functional and the def2-TZVPD basis

CARTESIAN COORDINATES (ANGSTROEM)
Cl1 1.282 -0.910 0.833
Cl2 -0.150 1.636 -0.110
N1 -0.633 -0.768 -1.662
C1 -0.357 0.099 0.608
C2 -1.352 -0.631 -0.322
H1 -0.656 0.285 1.605
H2 0.880 -0.556 -1.135
H3 -1.521 -1.602 0.025
H4 -1.025 -2.004 -2.372
H5 -2.237 0.108 -0.500

Calculated values
- electronic energy (Ha) = -1054.12951
- ΔE to the lowest compared entry with this formula, charge and spin (eV) = 5.538
- strongest force on any atom (eV/A) = 5.5
- total charge = 0

---

4.
C3H3IS | the ωB97M-V functional and the def2-TZVPD basis

CARTESIAN COORDINATES (ANGSTROEM)
I1 2.743 -0.028 0.015
S1 -2.068 0.800 0.676
C1 -0.699 0.099 -0.189
C2 0.869 -0.831 0.669
C3 -1.113 0.842 -1.062
H1 0.612 -0.706 1.702
H2 0.742 -1.707 0.152
H3 -1.087 1.529 -1.963

Calculated values
- electronic energy (Ha) = -811.80586
- ΔE to the lowest compared entry with this formula, charge and spin (eV) = 2.589
- strongest force on any atom (eV/A) = 8.4
- total charge = 0

---

5.
C5H4N2O2 | the ωB97M-V functional and the def2-TZVPD basis

CARTESIAN COORDINATES (ANGSTROEM)
O1 -1.114 -0.996 -0.264
O2 -1.456 2.471 0.048
N1 1.281 -1.218 -0.504
N2 1.682 0.910 0.132
C1 -1.038 1.341 0.177
C2 -1.879 0.084 0.394
C3 2.181 -0.191 -0.189
C4 0.097 -0.552 -0.357
C5 0.276 0.767 0.037
H1 1.538 -2.184 -0.691
H2 -2.812 0.165 -0.070
H3 -2.007 -0.134 1.451
H4 3.251 -0.464 -0.164

Calculated values
- electronic energy (Ha) = -452.87657
- ΔE to the lowest compared entry with this formula, charge and spin (eV) = 1.678
- strongest force on any atom (eV/A) = 3.5
- total charge = 0

---

6.
C10H16BBeCl2F4N4 | the ωB97M-V functional and the def2-TZVPD basis

CARTESIAN COORDINATES (ANGSTROEM)
Cl1 5.009 1.442 2.038
Cl2 3.054 3.308 0.275
F1 -0.388 -2.183 0.953
F2 0.252 -0.001 1.442
F3 -0.683 -0.384 -0.552
F4 1.375 -1.211 -0.064
N1 -2.954 -0.127 -2.036
N2 0.966 3.375 -2.458
N3 -2.006 -5.392 4.676
N4 -0.545 -2.055 -2.877
C1 -4.538 1.713 -1.078
C2 2.986 1.512 0.272
C3 -0.702 2.777 -0.538
C4 -1.275 -4.722 4.098
C5 3.354 0.945 1.641
C6 1.510 -0.464 -3.041
C7 -3.608 0.713 -1.586
C8 -0.314 -3.887 3.384
C9 0.367 -1.357 -2.951
C10 0.239 3.121 -1.607
B1 0.118 -0.947 0.461
Be1 -2.229 -2.337 -0.711
H1 -0.564 3.589 0.179
H2 2.741 1.408 2.412
H3 3.803 1.241 -0.397
H4 3.232 -0.135 1.689
H5 -4.217 1.948 -0.065
H6 -0.299 -4.131 2.325
H7 -5.509 1.213 -1.096
H8 1.635 0.149 -2.149
H9 -0.404 1.865 -0.032
H10 -1.694 2.819 -0.983
H11 1.338 0.230 -3.865
H12 2.474 -0.959 -3.150
H13 2.044 1.150 -0.129
H14 -4.622 2.537 -1.785
H15 -0.607 -2.837 3.439
H16 0.661 -3.928 3.866

Calculated values
- electronic energy (Ha) = -1968.85618
- ΔE to the lowest compared entry with this formula, charge and spin (eV) = 2.772
- strongest force on any atom (eV/A) = 4.7
- total charge = +1

---

What did the fourth record say?
C3H3IS | the ωB97M-V functional and the def2-TZVPD basis

CARTESIAN COORDINATES (ANGSTROEM)
I1 2.743 -0.028 0.015
S1 -2.068 0.800 0.676
C1 -0.699 0.099 -0.189
C2 0.869 -0.831 0.669
C3 -1.113 0.842 -1.062
H1 0.612 -0.706 1.702
H2 0.742 -1.707 0.152
H3 -1.087 1.529 -1.963

Calculated values
- electronic energy (Ha) = -811.80586
- ΔE to the lowest compared entry with this formula, charge and spin (eV) = 2.589
- strongest force on any atom (eV/A) = 8.4
- total charge = 0

---

- Look up the electronic energy of the second one.
  -2386.92608 Ha